C17H34N3O8 | wB97M-V/def2-TZVPD

```
! RIJCOSX wB97M-V def2-TZVPD def2/J DEFGRID3
* xyz -1 1
C -0.9103 0.8556 -1.3183
C -1.8932 1.1581 -2.5491
C -2.2351 -0.1114 -3.4594
C -2.6505 -1.4434 -2.6279
N -1.9472 -2.6288 -3.1923
C -1.2869 -3.4753 -2.1612
N -0.6226 -4.6179 -2.8813
N -0.3085 -2.7536 -1.2950
C 0.8723 -2.6339 -1.8662
C 1.1703 -2.0867 -3.3291
C 2.1717 -3.0355 -0.9884
C -2.3567 -4.1997 -1.1416
O -2.3938 -5.4835 -1.1023
O -3.2040 -3.5291 -0.2978
H -0.0809 1.6359 -1.1846
H -0.3774 -0.1245 -1.5563
H -1.5081 0.7166 -0.3492
H -1.3295 1.9002 -3.2272
H -2.8362 1.6385 -2.1289
H -3.1268 0.1996 -4.1201
H -1.3937 -0.3952 -4.1827
H -2.5607 -1.3255 -1.5042
H -3.7722 -1.5942 -2.8470
H -2.5785 -3.1921 -3.7865
H -1.3149 -5.1702 -3.3942
H -0.0874 -5.1866 -2.2159
H 2.3040 -2.1022 -3.5124
H 0.6831 -1.0939 -3.5762
H 0.7414 -2.8557 -4.0714
H 2.6638 -3.9932 -1.3563
H 2.9077 -2.1501 -1.0672
H 1.8886 -3.0793 0.1216
C -2.9924 4.0551 4.9272
C -1.7667 3.7038 4.1060
O -1.5552 2.2890 4.0902
C -2.3099 1.5984 3.2152
O -3.1225 2.0680 2.4576
O -2.0144 0.2974 3.3455
C -2.7953 -0.5613 2.5062
H -2.9236 3.6174 5.9265
H -3.0970 5.1384 5.0208
H -3.9009 3.6593 4.4681
H -0.8799 4.1488 4.5639
H -1.8370 4.0995 3.0893
H -2.7478 -0.2507 1.4618
H -3.8293 -0.5808 2.8564
H -2.3836 -1.5676 2.5800
C 3.8369 3.1656 3.1333
C 3.0260 2.0347 2.5302
O 3.1554 2.0231 1.1038
C 4.2638 1.4456 0.6274
O 5.1393 0.9368 1.2832
O 4.2384 1.5450 -0.7132
C 5.3949 1.0150 -1.3521
H 3.5729 4.1185 2.6672
H 3.6608 3.2358 4.2088
H 4.9063 3.0158 2.9678
H 1.9668 2.1880 2.7488
H 3.3054 1.0677 2.9561
H 5.5880 -0.0106 -1.0324
H 6.2589 1.6511 -1.1474
H 5.2143 1.0103 -2.4273
*
```

Summary:
DFT total energy, eV: -39029.2719

C17H34N7O | wB97M-V/def2-TZVPD

```
! RIJCOSX wB97M-V def2-TZVPD def2/J DEFGRID3
* xyz 1 1
C 5.2191 2.2460 2.0795
C 3.8894 1.5134 1.9457
C 4.0567 0.0074 1.7094
C 4.5335 -0.2902 0.2895
C 2.7433 -0.7333 2.0557
N 2.7707 -2.1830 1.8871
C 1.5468 -0.2537 1.2938
C 0.2221 -0.5124 1.6135
N -0.4973 0.0517 0.6266
C -1.9270 0.0840 0.4396
C -2.5430 1.4547 0.8165
C -1.7755 2.7366 0.4610
C -2.1307 3.3581 -0.9012
C -0.9504 3.4637 -1.8575
N -0.5331 2.1080 -2.2779
C -2.2467 -0.3807 -0.9977
O -2.5295 0.4345 -1.8783
N -2.1762 -1.6857 -1.2517
C -1.8638 -2.7703 -0.3422
C -3.1224 -3.6476 -0.1531
N -3.6371 -4.1416 -1.4047
C -3.8626 -3.0694 -2.3445
C -2.6152 -2.1876 -2.5475
N 0.3386 0.6252 -0.2417
N 1.5494 0.4441 0.1477
H 5.0468 3.2982 2.2920
H 5.8009 2.1779 1.1646
H 5.8064 1.8263 2.8928
H 3.3183 1.9410 1.1196
H 3.3155 1.6654 2.8641
H 4.8118 -0.3664 2.4120
H 4.7320 -1.3521 0.1559
H 5.4602 0.2395 0.0910
H 3.7881 0.0260 -0.4352
H 2.5298 -0.5565 3.1192
H 3.0084 -2.4189 0.9292
H 3.4807 -2.5882 2.4869
H -0.2108 -1.0309 2.4413
H -2.3653 -0.6422 1.1304
H -3.5409 1.4941 0.3794
H -2.6647 1.4385 1.9009
H -0.7010 2.5662 0.5284
H -2.0143 3.4616 1.2387
H -2.9138 2.7734 -1.3838
H -2.5259 4.3614 -0.7496
H -0.1066 3.9701 -1.3855
H -1.2495 4.0341 -2.7386
H 0.0664 2.1238 -3.1014
H -1.3985 1.5376 -2.4400
H -0.0485 1.5717 -1.4728
H -1.0719 -3.3708 -0.8042
H -1.4938 -2.4157 0.6157
H -3.9080 -3.0484 0.3189
H -2.8874 -4.4889 0.4991
H -3.0249 -4.8484 -1.7976
H -4.6758 -2.4482 -1.9568
H -4.1738 -3.4887 -3.3009
H -1.8037 -2.7739 -2.9890
H -2.8453 -1.3405 -3.1924
*
```

Summary:
SMILES string: CC[C@H](C)[C@H](N)c1cn([C@@H](CCCC[NH3+])C(=O)N2CCNCC2)nn1
ΔE to the lowest compared entry with this formula, charge and spin, kcal per mole: 6.27

C17H34O2 | wB97M-V/def2-TZVPD

```
! RIJCOSX wB97M-V def2-TZVPD def2/J DEFGRID3
* xyz 0 1
C -5.8385 -2.8213 -0.7767
C -5.3165 -1.3921 -0.6921
C -3.7903 -1.3476 -0.7309
C -3.2194 0.0717 -0.7336
C -3.3688 0.7799 0.6114
C -2.9111 2.2393 0.5810
C -1.4335 2.4490 0.2454
C -0.4893 1.7991 1.2554
C 0.9625 2.2492 1.0896
C 1.5953 1.7750 -0.2174
C 3.0796 2.1304 -0.2757
C 3.7443 1.7845 -1.6091
C 3.6761 0.2912 -1.9571
C 4.2389 -0.5284 -0.8179
O 5.3995 -0.5680 -0.5025
O 3.2658 -1.1834 -0.1828
C 3.6149 -1.9491 0.9821
C 2.3956 -1.9493 1.8933
C 4.0312 -3.3560 0.5681
H -5.5140 -3.2931 -1.7019
H -6.9256 -2.8352 -0.7478
H -5.4657 -3.4131 0.0568
H -5.6784 -0.9359 0.2307
H -5.7135 -0.8115 -1.5282
H -3.3911 -1.8952 0.1264
H -3.4537 -1.8618 -1.6350
H -3.7189 0.6584 -1.5087
H -2.1602 0.0149 -0.9911
H -4.4192 0.7679 0.9085
H -2.8083 0.2332 1.3718
H -3.1137 2.6845 1.5588
H -3.5130 2.7784 -0.1553
H -1.2298 2.0646 -0.7541
H -1.2404 3.5249 0.2282
H -0.5353 0.7128 1.1596
H -0.8223 2.0595 2.2635
H 1.0116 3.3397 1.1434
H 1.5491 1.8551 1.9242
H 1.0847 2.2375 -1.0641
H 1.4742 0.6935 -0.2935
H 3.1941 3.2039 -0.1046
H 3.6062 1.6156 0.5315
H 4.7945 2.0788 -1.5598
H 3.2698 2.3511 -2.4131
H 2.6492 -0.0175 -2.1445
H 4.2786 0.1052 -2.8474
H 4.4618 -1.4481 1.4695
H 2.6207 -2.4843 2.8113
H 2.1083 -0.9300 2.1388
H 1.5611 -2.4347 1.3936
H 3.2185 -3.8439 0.0346
H 4.2819 -3.9409 1.4484
H 4.9023 -3.3083 -0.0810
*
```

Summary:
SMILES string: CCCCCCCCCCCCCC(=O)OC(C)C
ΔE to the lowest compared entry with this formula, charge and spin, kcal per mole: 1.82

C17H34O2P2Pb | wB97M-V/def2-TZVPD

```
! RIJCOSX wB97M-V def2-TZVPD def2/J DEFGRID3
* xyz 0 1
P 1.5525 -1.6808 -4.8780
P 1.3045 1.8437 -4.8511
C 1.0896 -0.5773 -6.3154
C 1.8292 0.7399 -6.2123
H 0.0011 -0.4649 -6.4093
H 1.4221 -1.0874 -7.2271
H 2.8995 0.5726 -6.0451
H 1.6946 1.3127 -7.1347
C -0.2315 2.4124 -5.7941
H -0.8396 3.2094 -5.3242
H -0.9128 1.5686 -6.0223
H 0.1574 2.7824 -6.7519
C 2.4588 3.2127 -5.2405
H 2.1189 3.7593 -6.1298
H 3.4368 2.7561 -5.4403
H 2.5444 3.9014 -4.3926
C 0.1075 -2.8221 -5.1578
H 0.0834 -3.6159 -4.4042
H 0.1086 -3.2818 -6.1499
H -0.8315 -2.2643 -5.0781
C 2.9139 -2.4470 -5.8861
H 3.6804 -1.6681 -5.9735
H 2.5767 -2.6750 -6.9092
H 3.3514 -3.3492 -5.4433
Pb 2.5486 -0.2158 -2.4133
C -1.9435 2.1340 -3.4633
C -3.2427 2.1788 -3.7139
C -4.1884 1.0588 -3.4445
C -4.0454 0.2433 -2.1566
C -3.2636 -1.0417 -2.2809
C -2.2861 -1.3542 -3.1370
C -1.2857 -0.4072 -3.6887
C -1.0927 0.9724 -3.0147
C 1.9461 -1.3765 -0.5293
H -1.4188 3.0826 -3.5079
H -3.6401 3.1084 -4.1208
H -4.1313 0.3621 -4.2878
H -5.1906 1.4964 -3.4823
H -3.6628 0.8269 -1.3233
H -5.0182 -0.1060 -1.8122
H -3.6170 -1.8353 -1.5688
H -2.1949 -2.4282 -3.4798
H -1.3421 -0.2916 -4.7672
H -0.3586 -0.9588 -3.5418
H -1.1120 0.8460 -1.9374
H -0.0462 1.2896 -3.2199
H 2.1992 -1.0233 0.5160
H 2.7815 -2.1008 -0.7236
H 1.0280 -1.9800 -0.5382
C 2.6233 0.7706 2.4669
O 1.6486 1.0055 1.3592
C 1.2602 0.3336 0.3177
O 0.3473 0.6316 -0.4375
H 2.2961 1.4328 3.2686
H 3.6364 1.0337 2.1338
H 2.6035 -0.2611 2.8294
*
```

Summary:
ΔE to the lowest compared entry with this formula, charge and spin, kcal per mole: 101.24

Q: Which molar mass values were calculated for the entries above? A: 408.47, 352.51, 270.46, 539.61, in g mol⁻¹.